Record 1
DFT (the ωB97M-V functional and the def2-TZVPD basis) results for a structure of composition C21H30AlClIO21.

Each line ends with the Löwdin charge.
Atoms and positions in Å:
1 I -5.3286 -1.1568 -1.0039  0.32
2 Cl -1.4265 -1.8608 -1.0033  -0.05
3 Al -2.9096 -0.1569 -1.0402  -0.49
4 O -6.4672 -5.1276 0.4744  0.05
5 O 4.4545 0.1125 0.0303  0.15
6 O 6.9094 0.8069 5.7760  0.16
7 O 2.9258 -1.5135 -0.3152  0.06
8 O 1.2729 -4.7450 4.6530  0.07
9 O 2.9561 -3.2816 4.5058  0.05
10 O 1.0767 3.2172 -2.0190  0.04
11 O -3.3378 5.7458 -3.4408  0.03
12 O 6.6664 -0.9038 4.3310  0.06
13 O -4.7216 6.9964 -2.1914  0.06
14 O -3.8429 2.4346 -5.8334  0.06
15 O -3.2646 2.7585 -7.9869  0.13
16 O -4.8711 -3.6931 -0.2314  -0.09
17 O 2.9171 -5.0758 3.1479  0.15
18 O 0.6437 2.2706 -0.0287  0.06
19 O -0.5167 4.0901 -0.6837  0.16
20 O 4.7797 -1.9567 0.8527  0.03
21 O -1.7540 3.0534 -6.3397  0.05
22 O -3.8445 5.1025 -1.3376  0.20
23 O -4.6694 -4.7341 1.7643  0.06
24 O 7.6552 0.9862 3.6562  0.06
25 C -1.8720 3.1560 -4.9123  -0.11
26 C 1.9805 -2.6824 5.3637  -0.11
27 C 6.8135 -1.0105 2.9095  -0.12
28 C 1.5158 1.3797 -0.7285  -0.12
29 C 2.4275 -4.4320 4.0206  -0.57
30 C 2.9504 -2.9330 -0.1317  -0.09
31 C -2.9822 2.7479 -6.8280  -0.58
32 C 2.1084 2.2562 -1.7991  -0.12
33 C -6.5124 -6.0785 1.5321  -0.14
34 C -3.0806 2.3128 -4.6184  -0.13
35 C 7.0620 0.3413 4.6934  -0.57
36 C -5.2890 -4.4416 0.5814  -0.57
37 C -4.4236 7.7646 -3.3535  -0.13
38 C 1.1384 -3.8656 5.7726  -0.12
39 C 7.8588 0.0331 2.6102  -0.12
40 C -3.8997 6.7246 -4.3137  -0.13
41 C 4.0849 -1.0136 0.1728  -0.56
42 C -3.9555 5.8675 -2.2296  -0.55
43 C 3.9201 -3.0965 1.0085  -0.11
44 C 0.3175 3.2720 -0.8883  -0.56
45 C -5.5847 -5.4774 2.5613  -0.14
46 H 0.9239 0.5577 -1.1390  0.12
47 H -3.1431 7.1188 -4.9896  0.13
48 H 3.0114 2.7735 -1.4647  0.13
49 H 1.9578 -3.3114 0.1012  0.14
50 H 3.2999 -3.4017 -1.0539  0.14
51 H 1.4155 -1.9424 4.7938  0.14
52 H -5.0620 -6.2304 3.1490  0.13
53 H -2.0171 4.2025 -4.6483  0.11
54 H 7.1255 -2.0133 2.6260  0.14
55 H -0.9757 2.7869 -4.4186  0.13
56 H -2.8305 1.2661 -4.4556  0.09
57 H 5.8605 -0.7910 2.4382  0.11
58 H -6.1012 -4.7929 3.2391  0.13
59 H -3.6712 8.5150 -3.0983  0.13
60 H 2.4567 -2.1896 6.2081  0.14
61 H 2.3331 1.7109 -2.7134  0.13
62 H 1.5238 -4.3675 6.6629  0.13
63 H 2.2674 0.9732 -0.0623  0.10
64 H -3.6454 2.6766 -3.7641  0.13
65 H 0.0956 -3.6044 5.9369  0.14
66 H -4.6935 6.2587 -4.9024  0.14
67 H -2.7532 0.8344 0.2064  -0.14
68 H 3.4363 -3.0405 1.9798  0.11
69 H -6.1544 -7.0414 1.1579  0.13
70 H 7.7257 0.4925 1.6332  0.13
71 H -5.3147 8.2682 -3.7232  0.13
72 H 8.8769 -0.3578 2.6834  0.13
73 H -2.7874 0.6750 -2.3934  -0.15
74 H 4.4882 -4.0211 0.9511  0.14
75 H -7.5299 -6.1979 1.9006  0.13

Results
E	-3398.805167	hartree
LUMO level	1.85	eV
net charge	-1
HOMO energy	-4.6	eV
gap between HOMO and LUMO	0.2370	Eh

Record 2
DFT (the ωB97M-V functional and the def2-TZVPD basis) results for a cluster of 8 separate species, C4H21NO10 in total.

Each line ends with the Löwdin charge.
Atoms and positions in Å:
1 O 3.3268 -0.8491 -1.8698  -0.05
2 O -1.7468 0.2118 -3.4520  -0.06
3 O -1.6682 -1.3227 3.4780  -0.04
4 O -0.0432 -2.5015 1.7159  -0.05
5 O -1.2789 -1.1811 -0.1798  0.05
6 O -1.5021 2.4336 2.8097  -0.03
7 O 2.8327 0.4006 1.0412  0.10
8 O -3.8106 -0.5957 1.7279  -0.03
9 O 0.1578 -1.4318 -3.7749  -0.08
10 O -0.8488 0.9684 -0.8080  0.07
11 N 0.7804 -0.1793 0.3734  0.18
12 C 2.4653 2.1666 -1.3448  -0.09
13 C 1.6510 2.2019 -0.0574  -0.15
14 C 1.8140 0.7811 0.5383  -0.43
15 C -0.4513 -0.0624 -0.3086  -0.52
16 H -2.9407 -0.3174 1.5009  -0.01
17 H -2.2173 0.0411 -2.6129  0.06
18 H 2.4023 3.1408 -1.7720  0.06
19 H -0.2555 -3.4338 1.6260  0.08
20 H -0.8048 -1.2434 -3.7426  0.01
21 H -0.8299 2.7316 2.2121  0.02
22 H -2.3610 2.6979 2.5020  0.04
23 H -1.8982 -0.3944 3.2123  0.07
24 H 0.8942 -1.1724 0.4891  0.11
25 H -0.7897 -2.1748 2.2870  0.03
26 H 3.5224 2.0090 -0.9881  0.11
27 H -1.2926 -1.1664 4.3377  0.07
28 H 3.4349 -1.7517 -1.5639  0.04
29 H -0.7963 -1.6702 0.5699  0.04
30 H 0.4570 -1.1503 -2.9081  -0.01
31 H 2.2434 2.8881 0.5946  0.13
32 H -4.0699 -1.4964 1.8126  0.04
33 H 2.5963 -0.8074 -2.5132  0.03
34 H -1.6760 1.1544 -3.5680  0.05
35 H 0.5944 2.4960 -0.0946  0.09
36 H 2.2163 1.4993 -2.1933  0.08

Results
E	-972.168462	hartree
LUMO level	-0.01	eV
HOMO energy	-10.2	eV
gap between HOMO and LUMO	0.3751	Eh
structure (SMILES)	CCC(=O)NC(=O)O.O.O.O.O.O.O.O

Record 3
DFT (the ωB97M-V functional and the def2-TZVPD basis) results for a cluster of 2 separate species, C3H9N2O in total.

Each line ends with the Löwdin charge.
Atoms and positions in Å:
1 O 1.8629 -0.6653 0.7910  0.03
2 N -0.8058 -0.6655 0.3292  -0.04
3 N 2.2605 -0.0344 -0.1068  -0.17
4 C -0.8718 0.4196 1.4182  0.03
5 C 2.3146 0.4632 -1.1647  0.20
6 C -0.9296 -0.1681 -1.0717  -0.01
7 H 2.6836 1.0652 -1.8875  0.07
8 H -0.9223 -0.9212 -1.8859  0.12
9 H -1.5358 -1.3557 0.4642  0.17
10 H -1.7539 0.6048 -1.2024  0.13
11 H 0.0654 0.9849 1.2198  0.10
12 H -0.6864 0.0671 2.4700  0.13
13 H 0.1117 -0.9827 0.4905  0.07
14 H 0.0773 0.3796 -1.1842  0.08
15 H -1.8704 0.8084 1.3205  0.10

Results
E	-304.064765	hartree
LUMO level	-3.41	eV
net charge	+1
HOMO energy	-14.7	eV
gap between HOMO and LUMO	0.4145	Eh

Record 4
DFT (the ωB97M-V functional and the def2-TZVPD basis) results for a structure of composition C3H7O2.

Each line ends with the Löwdin charge.
Atoms and positions in Å:
1 O 0.1872 1.1406 -0.2707  0.05
2 O -1.1164 -0.3754 0.7449  0.08
3 C 1.3042 -0.9160 0.2873  0.06
4 C 0.1471 0.0849 0.5626  -0.55
5 C -1.2360 1.2407 -1.4707  0.42
6 H 0.8086 -1.4956 -0.4799  0.10
7 H -2.1789 0.5741 -1.4268  0.12
8 H -0.9596 2.2454 -1.9708  0.12
9 H 2.1424 -0.4389 -0.1428  0.09
10 H 1.5205 -1.5405 1.2163  0.14
11 H -1.1418 -1.0874 1.3980  0.15
12 H 0.5227 0.5682 1.5526  0.24

Results
E	-268.480649	hartree
LUMO level (spin up / spin down)	-8.31 / -6.23	eV
net charge	+1
HOMO energy (spin up / spin down)	-15.4 / -15.9	eV
gap between HOMO and LUMO (spin up / spin down)	0.2608 / 0.3545	Eh

Which of these has the highest E? C3H7O2